Record 1
Below is an isolated molecule of C20H14F3N3O3S at a distorted geometry, with properties calculated with ωB97M-V/def2-TZVPD.

Output
Structure (SMILES)   C#Cc1ccc(Cn2cc(-c3cc(C(F)(F)F)nc(S(C)(=O)=O)n3)ccc2=O)cc1
HOMO level   -8.990 eV
Energy relative to the best compared isomer or geometry (same formula, charge and spin)   407.6 kJ/mol
Orbital gap   8.003 eV
Total charge   0
LUMO   -0.99 eV

Last column: natural (NBO) charge in e.
Element x y z (Å)
S (4.27, -4.18, 0.33)  2.007
F (-1.85, -3.63, 1.93)  -0.319
F (-0.56, -5.39, 2.30)  -0.311
F (-0.59, -3.63, 3.85)  -0.319
O (5.28, -3.25, 0.93)  -0.902
O (1.27, 3.51, -1.74)  -0.623
O (4.60, -5.56, 0.77)  -0.900
N (1.63, -3.99, 1.42)  -0.397
N (2.44, -2.28, 0.16)  -0.427
N (0.57, 2.05, -0.08)  -0.402
C (-5.88, 3.70, -1.11)  -0.030
C (-3.04, 2.81, 1.14)  -0.193
C (1.40, -0.27, -0.24)  -0.204
C (1.34, 2.40, -1.20)  0.607
C (-0.61, -3.98, 2.48)  0.968
C (0.41, -2.03, 1.23)  -0.220
C (-2.19, 3.19, -1.14)  -0.136
C (-3.58, 3.44, -1.57)  -0.168
C (-0.41, 3.00, 0.57)  -0.252
C (0.55, -3.31, 1.73)  0.142
C (-4.38, 3.03, 0.79)  -0.181
C (-1.91, 2.95, 0.20)  -0.090
C (-7.04, 3.65, -1.51)  -0.210
C (2.39, 0.22, -1.26)  -0.106
C (2.41, 1.54, -1.75)  -0.273
C (4.74, -4.29, -1.41)  -0.839
C (2.56, -3.50, 0.61)  0.197
C (-4.58, 3.39, -0.57)  -0.118
C (1.38, -1.56, 0.37)  0.227
C (0.60, 0.75, 0.31)  0.138
H (-0.06, 0.74, 1.22)  0.213
H (-5.28, 3.04, 1.46)  0.245
H (-0.07, 4.10, 0.40)  0.272
H (4.49, -3.32, -1.93)  0.234
H (-3.78, 3.70, -2.58)  0.228
H (-0.46, -1.45, 1.60)  0.239
H (-8.02, 3.77, -1.90)  0.240
H (-0.11, 2.86, 1.67)  0.222
H (-1.38, 3.32, -1.85)  0.225
H (3.07, -0.49, -1.79)  0.233
H (-2.74, 2.56, 2.13)  0.210
H (5.85, -4.47, -1.46)  0.281
H (4.23, -5.04, -1.99)  0.244
H (3.03, 1.87, -2.54)  0.247

Record 2
Below is a structure of composition C20H14MnN2O4S, with properties calculated with ωB97M-V/def2-TZVPD.

Output
HOMO level (alpha / beta)   -7.190 / -7.366 eV
Energy relative to the best compared isomer or geometry (same formula, charge and spin)   0.0 kJ/mol
Orbital gap (alpha / beta)   5.214 / 5.326 eV
Total charge   0
2S+1   6
LUMO (alpha / beta)   -1.98 / -2.04 eV

Last column: Mulliken spin population.
Element x y z (Å)
Mn (0.78, 0.34, -0.36)  4.719
S (0.74, -0.02, 1.93)  0.063
O (4.83, 0.32, -0.46)  0.017
O (2.66, 0.07, -0.75)  0.075
O (-5.57, -4.57, -1.07)  0.000
O (-3.67, -5.55, -0.54)  -0.001
N (-1.26, 0.31, -1.12)  0.039
N (0.42, 2.42, -1.04)  0.030
C (3.72, 0.08, -0.01)  -0.010
C (-1.47, -2.02, -0.66)  0.020
C (0.90, 4.71, -1.43)  0.007
C (1.29, 3.42, -1.07)  0.018
C (-2.20, -3.20, -0.58)  0.008
C (-3.44, -0.86, -1.43)  0.008
C (-0.42, 4.95, -1.76)  0.004
C (-1.74, 1.46, -1.34)  0.065
C (3.60, -0.23, 1.49)  0.029
C (-0.86, 2.64, -1.38)  -0.049
C (-4.25, -4.54, -0.81)  0.001
C (4.85, -0.47, 2.09)  -0.003
C (5.01, -0.77, 3.42)  0.005
C (2.46, -0.29, 2.31)  -0.008
C (-4.15, -2.04, -1.36)  0.001
C (3.88, -0.84, 4.23)  -0.003
C (-2.09, -0.85, -1.08)  0.005
C (-1.33, 3.89, -1.73)  0.006
C (2.64, -0.60, 3.67)  0.005
C (-3.54, -3.22, -0.93)  -0.005
H (-0.43, -2.02, -0.36)  -0.041
H (3.96, -1.07, 5.28)  0.000
H (5.71, -0.40, 1.43)  0.000
H (-1.73, -4.11, -0.25)  0.000
H (1.62, 5.51, -1.44)  0.000
H (-2.80, 1.66, -1.50)  0.002
H (2.31, 3.18, -0.80)  -0.005
H (-0.75, 5.94, -2.03)  0.000
H (-5.19, -2.01, -1.66)  0.000
H (-3.95, 0.02, -1.79)  0.000
H (-5.91, -3.69, -1.26)  0.000
H (-2.37, 4.04, -1.99)  0.000
H (1.76, -0.65, 4.30)  -0.003
H (5.99, -0.95, 3.83)  0.001

Record 3
Below is a structure of composition C20H14N2O9S2V, with properties calculated with ωB97M-V/def2-TZVPD.

Output
HOMO level (alpha / beta)   -5.545 / -5.759 eV
Energy relative to the best compared isomer or geometry (same formula, charge and spin)   0.0 kJ/mol
Orbital gap (alpha / beta)   8.054 / 8.207 eV
Total charge   -1
2S+1   3
LUMO (alpha / beta)   2.51 / 2.45 eV

Last column: Mulliken spin population.
Element x y z (Å)
V (0.66, -0.07, -0.24)  2.033
S (-0.67, -1.90, 2.15)  0.001
S (-0.20, -2.39, -1.28)  -0.005
O (-2.03, -1.49, 1.93)  0.002
O (-0.54, -2.99, -2.54)  -0.001
O (2.35, 0.42, 0.45)  0.003
O (-1.06, -1.29, -0.83)  -0.006
O (1.19, -1.88, -1.20)  0.000
O (0.12, 0.93, -1.85)  -0.011
O (-0.27, -2.14, 3.51)  -0.001
O (0.33, -0.99, 1.50)  -0.017
O (-2.23, 4.41, -1.46)  0.000
N (-0.75, 2.51, -0.44)  -0.009
N (0.06, 1.81, 0.43)  -0.020
C (1.58, 1.84, 2.25)  0.004
C (3.59, 0.51, 2.44)  -0.007
C (0.49, 2.40, 1.48)  0.028
C (3.79, 0.99, 3.71)  0.007
C (-2.09, 3.76, -2.63)  -0.001
C (-0.29, -6.08, 0.29)  0.000
C (-2.72, 4.30, -3.75)  0.000
C (-0.33, -3.69, -0.06)  -0.003
C (-1.25, 1.97, -4.02)  0.001
C (-1.89, 2.50, -5.12)  0.000
C (-0.24, -4.98, -0.56)  0.001
C (2.48, 0.91, 1.67)  0.019
C (-0.42, -5.88, 1.65)  0.000
C (-2.62, 3.68, -4.98)  -0.001
C (1.82, 2.33, 3.54)  0.007
C (-0.46, -3.48, 1.32)  0.011
C (-1.34, 2.58, -2.77)  -0.003
C (-0.62, 1.97, -1.63)  -0.023
C (-0.51, -4.59, 2.16)  -0.001
C (2.90, 1.90, 4.28)  -0.006
H (1.13, 3.05, 3.96)  -0.001
H (4.64, 0.64, 4.28)  0.001
H (-1.81, 2.01, -6.09)  0.000
H (4.27, -0.20, 1.99)  0.000
H (-0.15, -5.11, -1.63)  0.000
H (-0.60, -4.41, 3.22)  0.000
H (-3.12, 4.11, -5.84)  0.000
H (-0.22, -7.08, -0.12)  0.000
H (3.06, 2.27, 5.29)  0.000
H (-0.46, -6.72, 2.32)  0.000
H (0.10, 3.39, 1.73)  -0.003
H (-1.73, 3.89, -0.78)  0.000
H (-3.29, 5.21, -3.62)  0.000
H (-0.68, 1.06, -4.09)  0.000

| no. | total energy (hartree) |
| --- | --- |
| 1 | -1858.11802 |
| 2 | -2730.29171 |
| 3 | -3297.86488 |